Entry 1:
The ion C4H10N2 with charge +1, computed with ωB97M-V/def2-TZVPD.

```
16
Properties=species:S:1:pos:R:3
C 1.336 0.398 -0.537
C 0.329 -0.656 0.016
C -0.729 0.116 0.854
C -2.694 0.023 -0.518
N -1.769 0.675 0.005
N 2.514 0.602 0.321
H 1.581 0.115 -1.561
H 0.842 1.371 -0.637
H 0.772 -1.424 0.643
H -0.149 -1.091 -0.865
H -1.215 -0.680 1.436
H -0.262 0.907 1.425
H -3.059 0.305 -1.509
H -3.225 -0.804 -0.040
H 2.455 0.004 1.140
H 3.273 0.138 -0.174
```

## Properties
* net charge: +1
* Kohn-Sham gap (alpha / beta): 7.71 / 4.63 eV
* 2S+1: 2

Mulliken atomic charge list, values in e, 5 entries: -0.67, -0.45, -0.53, -0.10, 0.09

Entry 2:
The molecule C4H10N2O, computed with ωB97M-V/def2-TZVPD.

```
17
Properties=species:S:1:pos:R:3
C -2.057 -0.215 -0.533
C -1.050 0.391 0.406
O -1.363 1.103 1.322
C 0.433 0.070 0.109
C 1.209 0.027 1.424
N 0.906 1.206 -0.674
N 0.546 -1.229 -0.545
H -3.058 0.099 -0.250
H -1.855 0.094 -1.556
H -1.976 -1.298 -0.480
H 0.893 -0.836 2.002
H 2.278 -0.040 1.231
H 1.003 0.933 1.984
H 0.436 1.273 -1.569
H 1.907 1.158 -0.829
H 1.508 -1.549 -0.534
H 0.239 -1.188 -1.510
```

## Properties
* SMILES: CC(=O)C(C)(N)N
* Kohn-Sham gap: 10.08 eV
* 2S+1: 1

Mulliken atomic charge list, values in e, 5 entries: -1.29, 0.29, -0.54, 1.24, -1.69

Entry 3:
The molecule C4H10N2O, computed with ωB97M-V/def2-TZVPD.

```
17
Properties=species:S:1:pos:R:3
C -2.487 0.588 -0.194
C -1.622 -0.721 -0.298
N -0.466 -0.388 0.534
C 0.926 -0.511 0.575
O 1.512 -0.430 1.627
C 1.478 -0.111 -0.813
N 1.256 1.271 -1.186
H -2.496 0.862 0.844
H -2.080 1.515 -0.688
H -3.499 0.412 -0.553
H -1.429 -1.131 -1.295
H -2.222 -1.559 0.108
H -0.719 -0.321 1.522
H 2.560 -0.313 -0.908
H 1.086 -0.821 -1.548
H 0.256 1.427 -1.353
H 1.331 1.776 -0.297
```

## Properties
* SMILES: CCNC(=O)CN
* Kohn-Sham gap: 10.13 eV
* 2S+1: 1

Mulliken atomic charge list, values in e, 5 entries: -0.95, -0.45, -0.13, 0.46, -0.59

Entry 4:
A cluster of 2 separate species, C4H10N2O in total, computed with ωB97M-V/def2-TZVPD.

```
17
Properties=species:S:1:pos:R:3
N 0.184 1.943 -0.454
C 1.031 0.843 -0.907
N 2.008 0.496 0.010
O 0.975 0.443 -2.045
H -0.174 2.483 -1.230
H 0.584 2.555 0.246
H 2.424 -0.398 -0.206
H 1.764 0.561 0.986
C -0.627 -0.774 1.704
C -0.915 -0.456 0.447
C -1.282 -1.472 -0.584
H -0.487 -1.799 2.033
H -0.454 -0.025 2.467
H -0.897 0.789 0.141
H -0.700 -1.319 -1.495
H -2.331 -1.378 -0.875
H -1.102 -2.492 -0.237
```

## Properties
* SMILES: NC(N)=O.C=CC
* Kohn-Sham gap: 10.01 eV
* 2S+1: 1

Mulliken atomic charge list, values in e, 5 entries: -0.52, 0.41, -0.48, -0.56, 0.22